No. 1
21
Properties=species:S:1:pos:R:3:forces:R:3:nbo_charge:R:1 method="wB97M-V/def2-TZVPD" total_energy_ev=-19114.8475 charge=-1 e_above_lowest_kj_mol=189.36 orbital_gap_ev=6.88
C 2.76344 -0.94735 0.24190 -0.5562 1.1551 -2.5779 0.204
C 1.83474 1.02635 -0.08781 -1.3143 0.7741 0.0803 0.608
C -2.62532 0.43617 -0.66076 0.4738 -0.8696 4.4978 0.726
C -1.27414 1.19664 1.55448 -1.6554 2.3496 -3.1331 -0.699
C -0.56284 -1.65799 -0.53419 -2.5624 1.7996 -0.5884 -0.246
C 2.14828 0.42672 -1.32531 0.2017 -0.3827 3.3891 -0.366
C -1.73330 0.25754 0.49872 0.4344 -1.3591 -0.8548 0.469
N 2.77033 -0.80349 -1.05441 -0.0583 0.5662 -0.4281 -0.485
O 2.17107 0.09444 0.87478 1.0145 -0.9282 1.1448 -0.485
O -3.40218 0.03175 0.33830 0.6400 0.4644 -0.7144 -0.565
O 1.25950 2.06707 0.35717 0.7851 -0.6295 -1.1003 -0.783
O -2.68330 0.60903 -1.80289 -0.6559 0.7647 -3.5334 -0.563
O -1.10726 -0.94742 0.60511 1.0127 0.2853 1.2497 -0.516
H 3.38072 -1.68581 0.66786 0.0930 -0.6070 1.2447 0.165
H -0.28474 1.51859 1.17814 0.3701 -0.4306 0.7699 0.332
H -1.38342 0.63622 2.43103 0.2747 -0.1217 1.7711 0.223
H -1.85929 2.18888 1.43447 0.4954 -1.7395 0.8181 0.210
H 0.33691 -1.32797 -0.96688 1.3368 1.3145 0.1637 0.216
H -1.34798 -1.42702 -1.24391 0.1165 -1.1550 -0.9780 0.174
H -0.39530 -2.67062 -0.31642 -0.5238 -1.3640 0.6746 0.183
H 1.99407 0.97825 -2.18940 0.0776 0.1135 -1.8953 0.196

---

No. 2
56
Properties=species:S:1:pos:R:3:forces:R:3:nbo_charge:R:1 method="wB97M-V/def2-TZVPD" total_energy_ev=-54702.8150 charge=+2 spin_multiplicity=6 e_above_lowest_kj_mol=26.35 orbital_gap_ev="8.25 / 5.84" s_squared=8.794
Ir -0.67983 -0.35706 0.03392 0.1410 0.8091 0.8801 1.384
C 2.48104 -0.10054 0.78732 0.0071 -0.1157 0.0750 -0.246
C 1.94851 1.32366 0.81249 -0.0599 -0.0779 -0.0206 -0.262
N 0.53638 1.37897 1.23009 0.1096 0.0695 -0.1707 -0.618
C 0.30966 1.39011 2.68623 -0.0062 0.0134 -0.0479 -0.242
C 0.54106 0.05511 3.37958 0.0408 0.0052 0.0505 -0.550
S -0.23045 -1.37875 2.56961 -0.1731 -0.3300 -0.0957 0.353
C 1.17487 -2.45769 2.18761 0.0543 0.0121 -0.0112 -0.556
C 1.59695 -2.41689 0.71958 0.0230 0.0238 0.0307 -0.240
N 1.52498 -1.04567 0.16361 -0.2440 -0.1100 -0.3937 -0.644
H 3.42797 -0.11895 0.24601 0.0215 -0.0161 0.0100 0.236
H 2.69219 -0.46398 1.78864 0.0093 0.0394 0.0070 0.208
H 2.57897 1.93295 1.46600 0.0102 0.0019 0.0049 0.220
H 1.99149 1.73401 -0.19158 -0.0119 0.0647 -0.0304 0.245
H 0.12425 2.22491 0.84981 0.0691 0.0122 -0.0405 0.410
H 0.96305 2.13165 3.15638 -0.0042 0.0073 0.0232 0.225
H -0.71234 1.72068 2.85504 -0.0240 0.0036 -0.0108 0.224
H 1.59736 -0.16785 3.51028 0.0072 0.0298 0.0019 0.232
H 0.10688 0.11047 4.37705 0.0228 0.0025 0.0170 0.269
H 1.98554 -2.19114 2.86370 0.0098 -0.0263 0.0027 0.239
H 0.87298 -3.47154 2.44565 -0.0049 0.0042 0.0011 0.276
H 2.61301 -2.80999 0.63271 0.0186 -0.0123 -0.0187 0.228
H 0.94324 -3.04446 0.11534 -0.0309 0.0096 0.0019 0.235
H 1.71842 -1.11156 -0.83411 0.1476 -0.0339 0.0310 0.409
C -6.83880 0.24830 -4.09068 0.0803 -0.0174 0.0235 -0.648
C -5.39829 -0.05118 -3.79021 -0.1621 0.0438 -0.0446 0.077
C -5.00396 -0.41274 -2.50099 0.0068 -0.0372 0.0877 -0.208
C -3.68761 -0.71343 -2.21471 -0.0270 0.0167 -0.1027 -0.171
C -2.74440 -0.63940 -3.23985 -0.1716 0.0525 -0.0769 -0.364
C -3.11478 -0.31394 -4.54463 -0.0529 -0.0298 0.0685 -0.177
C -4.43914 -0.01882 -4.80226 0.0314 -0.0052 -0.0932 -0.193
S -1.08672 -0.97449 -2.91587 0.1918 -0.1436 0.1810 2.281
O -0.39200 -1.36530 -4.09574 0.0680 -0.0093 0.0442 -0.877
O -0.99779 -1.84341 -1.72648 0.1496 0.1520 -0.1598 -0.954
N -0.40346 0.42758 -2.23226 0.1501 -0.6448 -0.4373 -0.755
C 0.26314 1.31500 -2.96912 -0.4562 0.1754 0.0697 0.371
C 0.15619 1.43323 -4.40245 0.1044 0.0173 0.2091 -0.138
C 0.85086 2.43302 -5.04429 0.0030 -0.0115 0.0985 -0.187
C 1.62782 3.28922 -4.28374 0.0713 0.0558 0.2079 -0.110
C 1.66510 3.11934 -2.86629 -0.0001 0.0520 -0.2145 0.101
N 1.01048 2.19275 -2.22495 -0.0027 0.0173 -0.1900 -0.452
H -7.32254 0.74199 -3.24959 0.0011 0.0003 0.0065 0.237
H -7.38080 -0.68019 -4.28192 0.0132 -0.0146 0.0021 0.253
H -6.93959 0.87707 -4.97277 0.0101 0.0015 -0.0029 0.237
H -5.74869 -0.48140 -1.71783 0.0104 0.0127 -0.0034 0.237
H -3.40625 -1.04685 -1.22662 0.0220 0.0217 0.0098 0.223
H -2.39419 -0.34221 -5.35062 0.0154 0.0284 0.0219 0.240
H -4.74209 0.22042 -5.81369 0.0067 0.0108 0.0125 0.240
H -0.46648 0.75783 -4.96352 0.0160 -0.0526 0.0330 0.250
H 0.78359 2.54619 -6.11740 0.0028 -0.0017 0.0015 0.261
H 2.19668 4.08659 -4.74262 0.0016 0.0004 0.0448 0.254
H 2.26494 3.79410 -2.26454 0.0025 0.0166 -0.0415 0.222
C -2.42467 0.18557 1.05559 -0.0250 -0.1744 -0.1590 -1.005
H -3.03513 -0.72171 1.10393 -0.0540 0.0600 0.0503 0.249
H -2.89387 0.93758 0.41215 -0.0463 -0.0090 0.0376 0.243
H -2.26898 0.56376 2.05962 -0.0937 0.0301 0.0185 0.226

---

No. 3
147
Properties=species:S:1:pos:R:3:forces:R:3:nbo_charge:R:1 method="wB97M-V/def2-TZVPD" total_energy_ev=-115155.1954 charge=+2 orbital_gap_ev="5.87 / 5.74"
Pb -0.86592 0.85055 0.12279 0.1542 0.4589 -0.0599 1.381
C 5.89824 0.30587 4.42208 -0.0627 0.0069 -0.1097 -0.612
C 5.55281 0.66073 2.96933 0.1077 -0.0029 -0.0125 -0.076
C 6.10257 -0.45212 2.06381 -0.0510 0.0532 0.0486 -0.600
C 6.23025 1.99248 2.60530 0.0145 -0.0622 0.0180 -0.594
C 4.05098 0.81807 2.75902 -0.0031 -0.0089 -0.1229 0.043
C 3.51126 0.77963 1.50769 0.0840 -0.0389 -0.0603 -0.227
C 2.11636 0.91792 1.30697 0.0024 0.0767 0.0730 0.085
N 1.50183 0.98923 0.11612 -0.2932 -0.1667 0.0826 -0.550
C 2.05707 1.21179 -1.09081 -0.0508 -0.0241 -0.1280 0.066
C 3.32669 1.77895 -1.31907 0.0798 0.1142 -0.0019 -0.214
C 3.81287 1.93596 -2.58690 -0.0274 0.0073 0.1647 0.043
C 2.96529 1.59714 -3.67993 -0.1074 -0.1105 -0.0163 -0.095
C 1.67644 1.15158 -3.55843 0.1060 0.0473 -0.2334 -0.112
C 1.19082 0.89021 -2.23165 0.0653 0.0073 0.1285 0.510
O 0.04326 0.38178 -1.99767 -0.1366 0.0301 -0.0905 -0.784
C 0.76998 1.06472 -4.79244 -0.1454 -0.0260 0.0408 -0.076
C 0.02620 -0.27689 -4.90938 0.1976 0.1055 0.0565 -0.605
C 1.56300 1.25681 -6.08805 -0.0703 0.0292 0.0301 -0.609
C -0.25873 2.20574 -4.68118 0.0102 -0.0987 0.0110 -0.594
C 5.20319 2.52114 -2.79762 0.1448 0.0319 0.0252 -0.096
C 5.21423 3.97986 -2.31276 -0.0134 -0.0587 -0.0231 -0.594
C 6.21458 1.69885 -1.97795 -0.0553 0.0333 -0.0522 -0.591
C 5.63964 2.48952 -4.26510 -0.0651 -0.0268 0.0827 -0.610
C 1.22582 0.88505 2.46938 0.0933 0.0081 -0.1464 0.505
O -0.02573 0.70949 2.28982 -0.0513 0.0470 -0.0495 -0.788
C 1.80623 1.05721 3.77317 0.0737 0.0164 0.2266 -0.084
C 3.17008 1.05281 3.86099 -0.1047 -0.0740 -0.0174 -0.149
C 0.92750 1.26636 5.00853 -0.1365 0.0829 -0.0268 -0.075
C 0.16665 2.59431 4.83719 0.0512 -0.1209 0.0086 -0.600
C 1.76830 1.35130 6.28482 -0.0627 0.0061 -0.0429 -0.609
C -0.07835 0.11541 5.20054 0.1045 0.0415 -0.0373 -0.600
H 6.95240 0.03802 4.48736 0.0050 0.0178 0.0026 0.231
H 5.31362 -0.54884 4.76856 0.0310 -0.0012 0.0518 0.213
H 5.73827 1.14611 5.09876 -0.0369 -0.0217 0.0289 0.212
H 7.16669 -0.58725 2.25727 0.0042 0.0026 -0.0164 0.230
H 5.99334 -0.21842 1.00344 0.0031 -0.0400 0.0052 0.204
H 5.60152 -1.40028 2.27233 0.0294 -0.0149 -0.0266 0.207
H 7.30940 1.90718 2.74374 -0.0019 0.0240 0.0078 0.226
H 5.86748 2.80337 3.23930 0.0024 0.0141 -0.0174 0.216
H 6.04186 2.25808 1.56284 -0.0089 0.0072 0.0037 0.201
H 4.13167 0.59168 0.64496 0.0344 -0.0006 0.0731 0.227
H 3.88262 2.16250 -0.47763 0.0491 -0.0533 -0.0376 0.223
H 3.35624 1.75299 -4.67339 -0.0029 0.0139 0.0717 0.228
H 0.73207 -1.11113 -4.86690 -0.0520 -0.0333 -0.0032 0.213
H -0.49394 -0.32050 -5.86830 0.0309 0.0038 0.0033 0.217
H -0.70594 -0.38505 -4.11763 -0.0287 0.0588 -0.0045 0.205
H 2.34960 0.50699 -6.19158 0.0029 0.0150 -0.0374 0.218
H 2.00525 2.25158 -6.15652 0.0253 -0.0181 -0.0185 0.214
H 0.88279 1.14718 -6.93261 0.0173 0.0108 -0.0178 0.225
H -0.85097 2.10846 -3.76847 -0.0066 0.0022 -0.0195 0.199
H -0.93565 2.18149 -5.53769 -0.0067 0.0116 0.0039 0.216
H 0.24181 3.17507 -4.66833 -0.0154 0.0082 -0.0041 0.218
H 4.95370 4.05570 -1.25573 0.0086 0.0024 -0.0008 0.204
H 4.50555 4.58303 -2.88303 0.0145 0.0192 0.0060 0.215
H 6.21064 4.40298 -2.44643 -0.0058 0.0212 0.0061 0.225
H 6.04819 1.81057 -0.90449 -0.0036 -0.0255 0.0002 0.195
H 7.22859 2.03832 -2.19168 0.0011 0.0090 0.0223 0.226
H 6.14766 0.63882 -2.23091 0.0339 -0.0039 0.0114 0.217
H 5.01317 3.12725 -4.89138 0.0097 -0.0131 -0.0183 0.211
H 5.62697 1.47378 -4.66579 0.0113 0.0131 -0.0299 0.214
H 6.66075 2.86211 -4.33737 0.0041 0.0064 -0.0258 0.231
H 3.62117 1.18753 4.83130 -0.0094 -0.0465 -0.0085 0.238
H 0.86637 3.42930 4.77448 -0.0206 0.0131 0.0068 0.217
H -0.48751 2.76075 5.69487 -0.0095 0.0136 -0.0127 0.218
H -0.44129 2.58111 3.93208 -0.0377 0.0256 0.0205 0.206
H 2.43784 2.21281 6.28198 0.0353 -0.0280 -0.0101 0.215
H 2.35182 0.44094 6.43628 0.0137 0.0280 0.0591 0.215
H 1.10048 1.46404 7.13864 0.0103 0.0128 0.0089 0.227
H -0.85820 0.14381 4.44513 -0.0275 -0.0355 -0.0618 0.204
H -0.54884 0.21132 6.18051 0.0095 -0.0089 -0.0036 0.219
H 0.42307 -0.85463 5.15876 -0.0235 -0.0070 0.0093 0.213
C -6.61567 4.11561 -0.96669 0.0031 0.1208 -0.1242 -0.661
C -6.82923 3.10956 0.13937 0.4391 -0.9813 -0.1464 -0.356
C -6.66848 3.64631 1.54306 -0.0266 0.0597 0.1379 -0.661
Sb -5.28627 1.48506 -0.12396 1.1853 0.3535 0.0924 1.916
C -4.73208 0.11054 1.51953 -0.4297 0.4419 -0.4638 -0.450
C -4.11568 0.91202 2.65304 0.0483 0.0201 -0.0184 -0.645
C -5.94901 -0.70936 1.92377 0.0217 -0.0493 -0.0648 -0.646
C -4.74663 0.57209 -2.07290 -0.3865 0.3155 0.6347 -0.431
C -5.99351 -0.06249 -2.66517 -0.0179 0.0199 -0.0372 -0.658
C -4.08361 1.61251 -2.95309 0.0693 0.0459 0.0145 -0.647
H -7.36753 4.90127 -0.85239 0.0068 -0.0078 0.0075 0.256
H -6.74801 3.68496 -1.95930 0.0150 0.0087 -0.0023 0.226
H -5.63705 4.59206 -0.90327 0.0169 -0.0332 -0.0050 0.235
H -7.75516 2.54780 0.01403 -0.0751 0.1066 0.0226 0.235
H -5.69015 4.10316 1.69535 0.0146 -0.0302 -0.0006 0.234
H -6.84007 2.88458 2.30392 0.0145 0.0205 0.0117 0.223
H -7.41866 4.42730 1.69332 0.0061 -0.0011 -0.0158 0.257
H -3.98166 -0.52113 1.03330 -0.0359 -0.0099 -0.0432 0.227
H -4.81230 1.65033 3.05176 0.0237 -0.0162 0.0499 0.224
H -3.20655 1.42769 2.34322 -0.0217 0.0491 0.0384 0.232
H -3.85722 0.22949 3.46713 -0.0109 -0.0177 -0.0105 0.239
H -6.72651 -0.08181 2.36257 0.0021 -0.0176 0.0300 0.223
H -5.65570 -1.44631 2.67424 -0.0157 0.0051 0.0113 0.244
H -6.37971 -1.25229 1.07950 -0.0178 -0.0303 0.0387 0.218
H -4.02353 -0.18701 -1.75806 -0.0450 -0.0516 0.0298 0.235
H -6.75357 0.68516 -2.90061 -0.0024 0.0070 0.0132 0.221
H -6.43241 -0.80936 -1.99997 -0.0221 -0.0313 -0.0504 0.217
H -5.73178 -0.56207 -3.59840 -0.0315 0.0526 0.0965 0.262
H -4.75919 2.43083 -3.20563 0.0027 -0.0069 -0.0171 0.222
H -3.78730 1.12853 -3.88775 0.0033 0.0004 0.0048 0.245
H -3.18781 2.02635 -2.48983 -0.0154 0.0393 -0.0331 0.232
F -3.70820 2.60874 0.06511 -0.7129 -0.3434 -0.1095 -0.663
F -3.67850 -5.74200 4.68255 0.1071 0.0667 0.0537 -0.314
C -2.56658 -5.03552 4.95734 -0.0624 -0.0439 0.0743 0.969
F -2.83615 -4.23855 6.00215 0.0226 -0.1095 -0.0912 -0.314
F -1.61912 -5.90490 5.33265 -0.0656 0.0501 -0.0102 -0.307
C -2.13285 -4.24685 3.74707 -0.0276 0.1442 0.0208 -0.118
C -2.04995 -2.86596 3.79866 0.0149 -0.0919 0.0367 -0.134
C -1.67744 -2.16586 2.65889 -0.0057 0.0584 -0.1600 -0.219
C -1.38262 -2.84835 1.48399 -0.0498 0.2897 -0.0230 -0.358
C -1.44473 -4.24183 1.44891 0.0016 -0.0462 0.0415 -0.184
C -1.82734 -4.93880 2.57863 0.0211 -0.0386 -0.0134 -0.161
P -0.88895 -1.90794 0.00536 0.1803 -0.9571 0.1083 0.856
C -2.06472 -2.44646 -1.27861 0.0379 0.2087 0.0521 -0.380
C -1.73677 -2.26575 -2.62261 0.0075 0.0042 0.0698 -0.138
C -2.63523 -2.62214 -3.61358 -0.0014 0.0128 0.0031 -0.193
C -3.87840 -3.13029 -3.26182 -0.0408 0.0112 0.0293 -0.118
C -4.23149 -3.28063 -1.92846 0.0005 -0.0079 -0.0629 -0.186
C -3.32424 -2.93819 -0.93654 0.0449 -0.0396 0.0506 -0.211
C -4.86585 -3.45330 -4.35393 -0.0748 0.0524 -0.0060 0.973
F -4.28340 -4.04739 -5.39565 -0.0110 0.0184 0.0288 -0.301
F -5.42749 -2.30336 -4.81195 0.0355 -0.2554 -0.1043 -0.333
F -5.86059 -4.23455 -3.92240 0.0567 0.0675 -0.0330 -0.307
C 0.73983 -2.62772 -0.38530 -0.1018 0.0451 -0.0329 -0.365
C 1.75846 -2.27124 0.49694 -0.0201 0.0274 -0.0067 -0.125
C 3.05053 -2.71099 0.29037 0.0352 0.0244 0.0215 -0.192
C 3.32828 -3.51843 -0.80397 -0.0342 0.0007 -0.0430 -0.109
C 2.31508 -3.92573 -1.65614 0.0209 -0.0087 -0.0010 -0.164
C 1.01513 -3.48636 -1.44330 -0.0249 0.0594 -0.0115 -0.195
C 4.76163 -3.88330 -1.08668 0.1032 0.0859 -0.0549 0.972
F 5.38129 -2.84724 -1.70010 -0.0388 -0.1924 0.0936 -0.322
F 5.43812 -4.13542 0.04414 -0.0363 0.0077 -0.1263 -0.312
F 4.86736 -4.94884 -1.88658 0.0147 0.0958 0.0824 -0.307
H -2.25799 -2.34526 4.72347 -0.0162 0.0121 -0.0188 0.238
H -1.58248 -1.08650 2.69081 0.0044 -0.0076 0.0631 0.231
H -1.19214 -4.77987 0.54293 -0.0098 -0.0085 0.0016 0.232
H -1.88506 -6.01962 2.56133 0.0034 0.0039 0.0001 0.248
H -0.77852 -1.84157 -2.88912 -0.0332 -0.0884 0.0359 0.240
H -2.36732 -2.51628 -4.65725 0.0001 0.0373 0.0028 0.249
H -5.19860 -3.69007 -1.66830 0.0046 0.0029 0.0046 0.247
H -3.58931 -3.09070 0.10271 -0.0038 -0.0092 -0.0060 0.233
H 1.53344 -1.65459 1.35707 0.0244 0.0612 0.0614 0.207
H 3.84279 -2.42614 0.97066 -0.0198 0.0084 -0.0014 0.243
H 2.53603 -4.58226 -2.48683 0.0041 0.0007 0.0135 0.248
H 0.23254 -3.82354 -2.10799 -0.0143 0.0211 -0.0284 0.228